Record 1
{
  "formula": "C22H29IrN5O2S4",
  "method": "the ωB97M-V functional and the def2-TZVPD basis",
  "species": ["Ir", "C", "C", "S", "C", "C", "S", "C", "C", "S", "H", "H", "H", "H", "H", "H", "H", "H", "H", "H", "H", "H", "N", "C", "C", "C", "C", "C", "C", "S", "O", "O", "N", "C", "N", "C", "C", "C", "N", "H", "H", "H", "H", "H", "H", "H", "H", "H", "C", "C", "C", "C", "C", "C", "N", "H", "H", "H", "H", "H", "H", "H", "H"],
  "positions_angstrom": [[-0.438, -0.665, 1.076], [0.282, -2.910, 3.350], [0.914, -1.681, 3.965], [1.198, -0.371, 2.701], [0.607, 1.083, 3.624], [-0.877, 1.005, 3.917], [-1.856, 0.617, 2.413], [-3.023, -0.602, 3.085], [-2.317, -1.847, 3.574], [-1.137, -2.455, 2.306], [-0.017, -3.647, 4.096], [0.966, -3.390, 2.654], [1.894, -1.922, 4.376], [0.305, -1.274, 4.770], [0.827, 1.919, 2.958], [1.191, 1.208, 4.536], [-1.245, 1.969, 4.266], [-1.096, 0.270, 4.688], [-3.674, -0.825, 2.237], [-3.634, -0.149, 3.865], [-3.027, -2.657, 3.739], [-1.780, -1.680, 4.505], [2.083, 4.546, -4.870], [1.220, 4.013, -3.948], [1.271, 4.415, -2.607], [0.436, 3.840, -1.673], [-0.472, 2.862, -2.062], [-0.554, 2.471, -3.395], [0.288, 3.036, -4.326], [-1.540, 2.162, -0.867], [-2.867, 2.109, -1.403], [-1.274, 2.810, 0.392], [-1.100, 0.586, -0.574], [-1.437, -0.454, -1.367], [-1.746, -0.452, -2.652], [-2.028, -1.636, -3.179], [-1.989, -2.833, -2.465], [-1.618, -2.759, -1.140], [-1.365, -1.574, -0.598], [2.582, 5.385, -4.634], [1.886, 4.418, -5.846], [1.969, 5.186, -2.305], [0.473, 4.155, -0.640], [-1.281, 1.729, -3.694], [0.226, 2.732, -5.364], [-2.286, -1.639, -4.232], [-2.232, -3.777, -2.926], [-1.557, -3.631, -0.505], [1.244, -3.676, 0.076], [1.561, -2.379, -0.586], [2.392, -2.197, -1.662], [2.622, -0.804, -1.786], [1.923, -0.184, -0.783], [2.011, 1.240, -0.348], [1.246, -1.141, -0.056], [1.466, -4.499, -0.602], [0.204, -3.787, 0.389], [1.875, -3.827, 0.959], [2.848, -2.986, -2.240], [3.282, -0.311, -2.483], [2.503, 1.831, -1.120], [2.624, 1.322, 0.558], [1.051, 1.701, -0.138]],
  "homo_energy_ev": -9.550,
  "orbital_gap_ev": 6.287,
  "energy_ha": -2976.88406,
  "total_charge": 1,
  "de_lowest_kj_mol": 144.49
}

---

Record 2
{
  "formula": "C5H4Br2S",
  "method": "the ωB97M-V functional and the def2-TZVPD basis",
  "species": ["C", "C", "C", "C", "C", "S", "Br", "Br", "H", "H", "H", "H"],
  "positions_angstrom": [[1.228, 1.044, 0.132], [1.171, 0.096, 1.207], [0.968, 0.476, -1.112], [0.575, -1.060, 0.774], [-2.702, -0.672, -1.129], [0.253, -1.046, -0.956], [-2.408, 1.205, -1.050], [-3.286, -1.358, 0.419], [1.559, 2.077, 0.172], [1.413, 0.393, 2.187], [0.866, 0.866, -2.046], [0.362, -2.022, 1.402]],
  "homo_energy_ev": -8.875,
  "orbital_gap_ev": 7.785,
  "energy_ha": -5738.99128,
  "de_lowest_kj_mol": 313.00
}

---

Record 3
{
  "formula": "CH2I2",
  "method": "the ωB97M-V functional and the def2-TZVPD basis",
  "species": ["C", "I", "I", "H", "H"],
  "positions_angstrom": [[-0.041, 0.248, 0.088], [-1.894, -0.964, 0.033], [1.769, -0.935, 0.036], [0.238, 1.050, 0.810], [-0.071, 0.601, -0.967]],
  "homo_energy_ev": [-6.265, -9.358],
  "spin_multiplicity": 3,
  "orbital_gap_ev": [6.717, 5.517],
  "energy_ha": -634.53135,
  "de_lowest_kj_mol": 75.43
}

---

Record 4
{
  "formula": "C5H6O2",
  "method": "the ωB97M-V functional and the def2-TZVPD basis",
  "species": ["C", "C", "C", "C", "C", "H", "H", "H", "H", "H", "H", "O", "O"],
  "positions_angstrom": [[0.082, -0.285, -0.401], [0.721, 1.118, -0.679], [0.569, -0.183, 0.994], [-1.337, -0.405, -0.444], [-2.597, -0.418, -0.074], [1.796, -1.427, -0.339], [1.181, 1.263, -1.598], [-0.010, 2.016, -0.504], [1.007, -1.240, 1.577], [-0.092, 0.244, 1.780], [-3.645, -0.170, 0.206], [0.747, -1.331, -1.001], [1.578, 0.817, 0.484]],
  "homo_energy_ev": -9.852,
  "orbital_gap_ev": 10.456,
  "energy_ha": -344.37104,
  "de_lowest_kj_mol": 606.14
}

---

Record 5
{
  "formula": "C8H12NO4P",
  "method": "the ωB97M-V functional and the def2-TZVPD basis",
  "species": ["C", "C", "O", "P", "C", "O", "O", "C", "C", "O", "C", "C", "C", "N", "H", "H", "H", "H", "H", "H", "H", "H", "H", "H", "H", "H"],
  "positions_angstrom": [[-1.197, 1.684, 1.628], [-2.369, 1.117, 0.806], [-1.974, 0.700, -0.535], [-1.121, -0.611, -0.885], [-0.082, 0.107, -2.148], [-1.817, -1.884, -1.142], [-0.150, -0.839, 0.399], [0.415, -2.046, 0.506], [1.886, -2.152, 0.087], [2.680, -1.187, 0.767], [2.422, 0.040, 0.376], [2.051, 1.090, -0.106], [1.838, 2.480, -0.258], [1.840, 3.605, -0.492], [-0.758, 2.543, 0.972], [-1.571, 1.906, 2.657], [-0.575, 0.814, 1.687], [-3.270, 1.694, 0.837], [-2.662, 0.140, 1.311], [0.148, -0.753, -2.924], [-0.663, 0.820, -2.847], [0.666, 0.694, -1.580], [-0.179, -2.726, -0.029], [0.274, -2.221, 1.580], [2.367, -3.028, 0.377], [1.803, -1.984, -1.043]],
  "homo_energy_ev": -10.010,
  "orbital_gap_ev": 10.580,
  "energy_ha": -1009.02347,
  "de_lowest_kj_mol": 289.22
}

---

Record 6
{
  "formula": "C26H48N3O7",
  "method": "the ωB97M-V functional and the def2-TZVPD basis",
  "species": ["C", "C", "C", "N", "C", "C", "N", "C", "N", "C", "C", "C", "C", "O", "C", "C", "C", "C", "O", "O", "H", "H", "H", "H", "H", "H", "H", "H", "H", "H", "H", "H", "H", "H", "H", "H", "H", "H", "H", "H", "H", "H", "H", "H", "C", "C", "O", "C", "H", "H", "H", "H", "H", "H", "C", "C", "O", "C", "H", "H", "H", "H", "H", "H", "C", "C", "O", "C", "H", "H", "H", "H", "H", "H", "C", "C", "O", "C", "H", "H", "H", "H", "H", "H"],
  "positions_angstrom": [[-2.299, -1.180, 0.574], [-2.818, -0.473, -0.701], [-1.687, -0.101, -1.661], [-0.955, -1.297, -2.229], [0.390, -1.232, -1.827], [1.247, -0.293, -2.337], [2.525, -0.225, -1.944], [3.051, -1.038, -1.019], [4.422, -0.875, -0.683], [4.524, 0.304, 0.245], [4.887, 1.633, -0.484], [2.242, -1.982, -0.449], [2.862, -2.857, 0.624], [2.772, -2.094, 1.805], [3.432, -2.729, 2.914], [4.428, -1.709, 3.492], [0.915, -2.114, -0.845], [0.061, -3.192, -0.234], [-0.578, -3.919, -0.975], [0.044, -3.358, 1.094], [-2.757, -0.815, 1.493], [-2.392, -2.268, 0.500], [-1.217, -0.991, 0.631], [-3.281, 0.470, -0.358], [-3.621, -1.032, -1.195], [-1.003, 0.565, -1.122], [-2.135, 0.504, -2.458], [-1.345, -2.149, -1.840], [0.966, 0.448, -3.076], [3.125, 0.486, -2.346], [4.875, -0.631, -1.561], [5.250, 0.133, 1.041], [3.543, 0.428, 0.711], [5.680, 2.167, 0.043], [4.014, 2.295, -0.420], [5.164, 1.489, -1.534], [2.310, -3.802, 0.709], [3.898, -3.114, 0.372], [2.663, -2.858, 3.686], [3.905, -3.681, 2.659], [3.875, -0.763, 3.529], [5.242, -1.540, 2.780], [4.782, -1.983, 4.481], [-0.142, -4.289, 1.286], [-1.118, 3.239, -6.496], [-1.004, 2.058, -5.567], [-1.785, 1.876, -4.665], [0.128, 1.092, -5.802], [-1.976, 3.843, -6.208], [-0.218, 3.853, -6.433], [-1.258, 2.895, -7.522], [1.086, 1.608, -5.704], [0.042, 0.661, -6.800], [0.083, 0.286, -5.071], [-6.463, 0.469, 0.843], [-5.723, 1.668, 1.371], [-4.534, 1.812, 1.180], [-6.524, 2.682, 2.145], [-5.769, -0.177, 0.307], [-6.902, -0.094, 1.669], [-7.246, 0.793, 0.154], [-6.964, 2.216, 3.027], [-7.312, 3.094, 1.512], [-5.870, 3.491, 2.464], [-7.450, 3.149, -3.547], [-7.279, 1.988, -2.601], [-8.066, 1.785, -1.703], [-6.084, 1.091, -2.823], [-8.343, 3.707, -3.275], [-6.586, 3.812, -3.483], [-7.560, 2.784, -4.569], [-5.162, 1.668, -2.729], [-6.137, 0.640, -3.815], [-6.082, 0.300, -2.077], [7.734, -1.661, 7.423], [6.685, -0.888, 6.665], [6.613, -0.936, 5.457], [5.728, -0.051, 7.477], [8.352, -2.216, 6.720], [8.370, -0.975, 7.985], [7.258, -2.366, 8.107], [6.277, 0.704, 8.041], [5.165, -0.687, 8.163], [5.029, 0.449, 6.809]],
  "homo_energy_ev": -11.116,
  "orbital_gap_ev": 7.068,
  "energy_ha": -1710.18723,
  "total_charge": 1
}